Record 1
Entry from the OMol25 dataset: a molecular structure, C22H35NiO3 in a non-equilibrium geometry (the ωB97M-V functional and the def2-TZVPD basis).

The geometry in XYZ format:
```
61
Properties=species:S:1:pos:R:3:forces:R:3
O -0.960358 -3.348976 0.884744 -0.562 -0.773 0.180
C -1.946910 -4.032777 1.727808 0.319 0.626 -0.236
C -1.531309 -5.418152 1.204710 0.425 1.088 0.102
H -2.946180 -3.701271 1.414247 0.056 -0.165 0.402
H -1.745319 -3.831082 2.791745 -0.281 -0.033 -0.377
C -0.660684 -4.611597 0.229844 0.594 -0.214 -0.068
H -2.276691 -5.969495 0.669032 -0.526 -0.608 0.193
H -0.942717 -5.983711 1.930882 -0.291 -0.183 -0.231
C -1.138137 -4.663173 -1.217049 -0.142 0.227 0.167
H -2.158745 -4.258706 -1.284467 0.204 -0.193 -0.064
H -1.127962 -5.713848 -1.565974 0.039 0.552 0.010
H -0.474382 -4.034673 -1.828849 -0.258 -0.275 0.001
C 0.805573 -4.937777 0.291248 0.667 0.317 -0.506
H 1.220405 -4.916262 1.303321 -0.173 0.136 -0.124
H 1.373687 -4.241007 -0.359426 -0.194 -0.273 0.499
H 0.945324 -5.938140 -0.120175 0.092 -0.140 0.007
Ni 0.579986 1.451297 -0.365008 1.756 0.134 0.319
C 3.733868 0.264340 1.934268 -0.981 -0.310 -0.094
C 3.076573 1.473554 2.291417 -0.600 -0.674 0.296
C 1.676899 1.277376 2.122634 0.768 -0.508 -0.378
H 3.565192 2.369073 2.687484 -0.219 -0.419 -0.060
C 1.473100 -0.001355 1.477663 0.522 0.321 1.200
C 2.747765 -0.658210 1.482852 0.259 0.657 -0.151
H 2.924107 -1.703840 1.243203 0.008 0.196 -0.278
H 4.803266 0.076562 2.038102 -0.276 -0.023 -0.112
H 0.887722 1.916493 2.493260 0.179 0.090 -0.366
H 0.507129 -0.451142 1.216358 0.301 -0.080 0.502
C 2.666909 1.882165 -2.209345 -0.008 -0.451 0.269
C 2.746194 0.610298 -1.585188 -0.250 0.421 -0.526
C 1.448345 0.001693 -1.618854 -0.258 0.738 -1.742
H 3.657237 0.133580 -1.226208 -0.408 0.308 0.210
C 0.588200 0.928287 -2.355994 1.568 -0.523 -0.458
C 1.324215 2.127008 -2.597205 0.088 -0.962 -0.495
H 0.927198 2.976059 -3.156518 0.241 -0.192 0.304
H 3.512136 2.522562 -2.456583 -0.217 0.003 0.491
H 1.191887 -1.024423 -1.390694 0.140 0.118 0.105
H -0.362308 0.706829 -2.794739 0.157 0.061 0.057
O -1.681157 0.815725 -1.360103 -2.399 -0.870 0.159
C -2.510759 -0.363996 -1.605657 1.024 -0.137 0.053
C -3.949683 0.010609 -1.308681 -0.279 0.228 -0.021
H -2.137656 -1.162440 -0.937848 -0.183 0.280 -0.216
H -2.428403 -0.762867 -2.651792 0.383 0.713 0.688
C -3.949814 1.442362 -0.768387 0.578 0.443 0.038
H -4.317878 -0.682680 -0.562738 -0.523 -0.154 -0.116
H -4.544674 0.015958 -2.225861 -0.089 -0.485 0.252
C -2.484045 1.859107 -0.786366 0.911 0.594 0.181
H -4.315516 1.534468 0.266029 -0.209 -0.060 -0.550
H -4.477052 2.111029 -1.453027 -0.362 -0.132 0.364
H -2.083262 2.042521 0.212005 -0.146 0.096 0.051
H -2.268683 2.783000 -1.361469 -0.282 -0.442 0.196
C -0.010872 4.872607 1.670567 0.243 0.552 0.593
C 0.760497 4.206385 0.550022 -1.301 -0.410 -0.187
C 2.264380 4.287801 0.698057 0.275 0.169 0.471
O 0.157554 2.948551 0.573042 -0.164 -0.112 -0.512
H 0.371896 4.486533 2.620528 0.015 0.106 0.033
H -1.063732 4.583252 1.628325 0.125 0.108 -0.228
H 0.063573 5.953875 1.666466 0.083 0.456 0.116
H 0.537129 4.721294 -0.395939 -0.188 0.133 -0.255
H 2.602851 3.857084 1.640010 -0.060 -0.058 -0.146
H 2.811847 3.816707 -0.120883 -0.203 -0.156 0.052
H 2.542244 5.345552 0.711156 0.014 0.140 -0.067
```
Forces are in eV/Å.

Output
2S+1	3
HOMO energy (spin up / spin down)	-2.746 / -2.709	eV
net charge	-1

In elementary charge units, the natural (NBO) charges are: O -0.53; C -0.06; C -0.46; H 0.17; H 0.19; C 0.27; H 0.20; H 0.21; C -0.63; H 0.21; H 0.20; H 0.22; C -0.62; H 0.22; H 0.23; H 0.20; Ni 1.41; C -0.31; C -0.38; C -0.32; H 0.18; C -0.47; C -0.36; H 0.18; H 0.18; H 0.22; H 0.20; C -0.32; C -0.25; C -0.49; H 0.23; C -0.42; C -0.35; H 0.21; H 0.21; H 0.23; H 0.23; O -0.56; C -0.07; C -0.44; H 0.19; H 0.17; C -0.44; H 0.21; H 0.20; C -0.08; H 0.21; H 0.20; H 0.21; H 0.19; C -0.61; C 0.11; C -0.63; O -0.99; H 0.20; H 0.21; H 0.17; H 0.12; H 0.22; H 0.22; H 0.18

Record 2
Entry from the OMol25 dataset: a molecular structure, C22H36AsIrN2O8PTe in a non-equilibrium geometry (the ωB97M-V functional and the def2-TZVPD basis).

The geometry in XYZ format:
```
72
Properties=species:S:1:pos:R:3:forces:R:3
Ir 0.495942 -0.732145 -0.844778 0.857 1.128 -0.136
O -2.956419 -0.560377 -2.111497 -0.105 -0.454 -0.364
C -1.920523 -1.110465 -2.417015 -0.168 0.747 0.109
O -0.853180 -0.841126 -2.938260 0.195 -0.302 -0.356
C -1.813767 -2.717771 -1.587718 -0.187 -0.537 -0.166
O -2.372637 -3.602334 -2.162122 0.156 0.323 0.142
O -1.182776 -2.464515 -0.561561 0.337 -0.076 -0.025
C -2.938192 1.327175 2.290669 -0.224 0.005 -0.079
Te -2.518772 0.705299 0.267080 -1.385 0.423 0.253
C -3.109927 -1.195535 1.025412 -0.307 -0.123 -0.011
C -4.012313 -0.919182 2.195485 -0.015 0.135 -0.089
C -4.926447 -1.862812 2.646657 -0.001 -0.008 0.045
C -5.754292 -1.568506 3.718887 -0.011 -0.041 -0.025
C -5.669884 -0.333432 4.345034 0.034 0.024 0.107
C -4.749525 0.606266 3.907038 -0.008 -0.003 0.010
C -3.923960 0.320337 2.826565 -0.069 -0.021 -0.062
H -3.344652 2.337415 2.308969 0.006 0.043 -0.042
H -2.009976 1.327749 2.868533 -0.787 -0.123 -0.231
H -2.191009 -1.705038 1.318854 -0.196 0.134 -0.145
H -3.596662 -1.766274 0.238206 -0.060 0.055 0.023
H -5.001940 -2.821757 2.148671 -0.003 0.011 -0.011
H -6.478179 -2.299589 4.052684 -0.006 0.009 0.017
H -6.326165 -0.096598 5.171588 -0.004 -0.012 0.004
H -4.684450 1.572388 4.392999 -0.037 0.014 -0.005
N 1.284833 -4.848147 -1.562821 -0.001 -0.023 0.051
C 1.148076 -4.427985 -2.860253 0.007 0.175 -0.208
C 1.266662 -3.074443 -2.824324 0.079 -0.198 0.001
N 1.471409 -2.666596 -1.522048 -0.211 0.034 -0.214
C 1.470679 -3.761985 -0.791753 0.150 0.150 0.003
H 1.214919 -5.799750 -1.248114 0.053 -0.020 0.078
H 0.972347 -5.102032 -3.679211 0.010 -0.039 0.048
H 1.202417 -2.371231 -3.634454 -0.040 0.010 0.008
H 1.607582 -3.791639 0.275429 -0.071 -0.094 0.004
C 2.003606 -0.274778 2.534217 -0.196 0.066 -0.125
As 0.184486 0.354645 2.589109 0.853 0.238 1.463
C 0.114705 2.266568 2.864237 0.194 -0.017 -0.140
C -0.636155 -0.546445 4.096110 0.085 0.110 -0.236
O -0.641001 -0.044808 1.201052 1.095 -0.617 0.038
H 2.500604 -0.060671 3.480113 -0.071 0.020 0.014
H 2.527485 0.202181 1.709814 -0.012 0.067 -0.053
H 1.963059 -1.351203 2.371994 0.009 -0.002 0.020
H 0.634232 2.549049 3.777850 0.058 -0.059 -0.002
H -0.928914 2.571864 2.919976 0.441 0.194 0.073
H 0.578677 2.744452 2.002076 0.096 -0.028 -0.010
H -0.161233 -0.226447 5.022558 0.037 0.003 -0.021
H -0.491241 -1.616628 3.957391 0.032 -0.016 0.010
H -1.704016 -0.339162 4.136477 0.017 -0.001 -0.005
C 4.297674 0.257333 -3.907987 -0.119 0.068 0.062
C 2.960500 0.040106 -3.233998 0.149 -0.128 -0.153
O 2.602619 1.241148 -2.528988 -0.107 0.172 0.208
P 1.605513 1.241387 -1.263759 -0.469 -1.234 -0.051
O 2.500959 1.827537 -0.068370 -0.055 -0.168 0.049
C 3.354757 2.983042 -0.277260 0.190 0.019 -0.032
C 4.805802 2.553074 -0.320820 -0.216 -0.057 0.029
O 0.742868 2.562182 -1.559523 0.030 0.089 0.114
C -0.179953 2.616460 -2.668153 0.007 -0.074 -0.202
C 0.461114 3.236576 -3.895393 -0.008 0.004 0.184
H 4.579735 -0.633148 -4.469683 -0.005 -0.020 0.015
H 5.070120 0.459887 -3.166496 0.033 -0.004 -0.029
H 4.245672 1.096373 -4.601510 0.029 0.010 0.016
H 3.000486 -0.797034 -2.536248 -0.024 0.013 0.005
H 2.185156 -0.160921 -3.977886 -0.031 -0.009 0.052
H 3.170042 3.653008 0.562151 -0.054 0.013 -0.026
H 3.066077 3.486996 -1.198267 -0.041 0.029 0.030
H 5.069852 2.024880 0.595612 0.067 0.018 -0.007
H 5.447432 3.428035 -0.423650 0.022 -0.006 0.016
H 4.973707 1.892332 -1.169778 0.041 0.007 -0.001
H -1.012223 3.227088 -2.319179 -0.046 -0.077 -0.005
H -0.544967 1.607606 -2.885024 -0.026 0.034 0.043
H 0.711384 4.281240 -3.711001 0.011 0.001 -0.018
H -0.231270 3.186555 -4.736235 -0.005 0.018 0.010
H 1.373432 2.704275 -4.154356 -0.001 -0.022 -0.072
```
Forces are in eV/Å.

Output
2S+1	5
HOMO energy (spin up / spin down)	-9.502 / -10.496	eV
net charge	+1

In elementary charge units, the Löwdin charges are: Ir 0.85; O -0.03; C -0.59; O 0.00; C -0.55; O 0.18; O -0.06; C -0.37; Te 1.75; C -0.31; C -0.27; C -0.02; C -0.06; C -0.07; C -0.04; C -0.30; H 0.08; H -0.03; H 0.06; H 0.08; H 0.12; H 0.11; H 0.11; H 0.12; N 0.09; C -0.06; C -0.14; N -0.09; C -0.19; H 0.16; H 0.12; H 0.10; H 0.13; C -0.18; As 1.05; C -0.16; C -0.15; O -0.85; H 0.05; H 0.01; H 0.04; H 0.06; H 0.02; H 0.05; H 0.05; H 0.05; H 0.03; C -0.06; C -0.30; O -0.28; P 0.60; O -0.32; C -0.25; C -0.06; O -0.29; C -0.27; C -0.06; H 0.08; H 0.07; H 0.08; H 0.08; H 0.11; H 0.12; H 0.11; H 0.08; H 0.09; H 0.06; H 0.12; H 0.09; H 0.08; H 0.09; H 0.07